Record 1
The following is a DFT calculation (the ωB97M-V functional and the def2-TZVPD basis) of the ion C8H17O3SSi with charge -1 in a non-equilibrium geometry.

The geometry in XYZ format:
```
30
Properties=species:S:1:pos:R:3:forces:R:3
C -0.7880 -1.8568 -1.9268 0.580 -0.809 -0.301
C -1.2302 -0.6345 -1.7524 -1.476 0.782 1.992
C -1.7825 -0.0478 -0.4305 0.405 -0.922 -0.342
C -2.2479 -1.0506 0.7358 1.635 0.286 -2.608
C -2.8435 0.9412 -0.7459 -1.602 3.711 1.188
C -0.5917 0.7882 0.0793 -0.373 0.130 -1.035
C 0.7291 0.0298 0.2133 0.075 -0.029 -0.080
C 1.7148 0.4335 -0.9604 0.964 -1.616 0.727
Si 1.6134 0.5846 1.8243 0.578 -0.221 0.219
S 3.7739 -0.0418 1.7783 0.334 1.407 -1.674
O 4.1626 0.2282 3.1393 0.129 -0.532 1.578
O 3.9386 -1.4061 1.2747 -0.544 0.039 0.515
O 4.4150 0.9406 0.8814 -0.284 -0.114 -0.322
H -0.2143 -2.0048 -2.8177 0.119 -0.532 -0.571
H -0.8063 -2.7159 -1.2244 -0.226 0.954 -0.375
H -1.1470 0.1992 -2.4615 0.327 -0.725 -0.206
H -2.0087 -0.4968 1.6635 -0.571 -0.673 -0.241
H -3.3571 -1.2457 0.5417 1.728 -0.400 0.679
H -1.4456 -1.8939 0.5657 -2.276 0.955 0.985
H -3.0062 1.6229 0.2367 -0.029 -1.584 -1.965
H -3.8390 0.6204 -1.1099 0.521 -0.386 0.440
H -2.5473 1.7504 -1.4869 0.091 -1.107 0.583
H -1.0029 1.2569 0.9508 0.226 0.301 1.070
H -0.4866 1.6273 -0.6330 0.218 -0.258 0.225
H 0.4652 -1.1088 0.1708 1.029 2.043 0.321
H 1.4937 1.3480 -1.4704 -0.614 0.726 -0.032
H 1.7088 -0.3568 -1.7332 0.189 0.302 0.335
H 2.7623 0.5617 -0.5675 -0.867 -0.345 -0.589
H 1.2129 -0.1529 3.0229 -0.600 -0.253 0.241
H 1.3545 2.0803 2.2417 0.317 -1.132 -0.757
```
Positions in Å, forces in eV/Å.

Its calculated total energy is -1228.40635 Ha. As for the HOMO energy: -4.90 eV. The total charge is -1. As for the structure (SMILES): C=CC(C)(C)C[C@@H](C)[SiH2]S(=O)(=O)[O-].

***

Record 2
The following is a DFT calculation (the ωB97M-V functional and the def2-TZVPD basis) of a structure of composition C8H17P2Sn in a non-equilibrium geometry.

The geometry in XYZ format:
```
28
Properties=species:S:1:pos:R:3:forces:R:3
C -1.5083 0.3086 -2.5169 0.788 0.747 -0.326
C -1.0976 -0.4137 -3.6649 0.560 0.644 0.231
C 0.0850 0.2059 -4.1840 -0.449 0.355 0.659
C 0.3890 1.3398 -3.3678 -0.593 -0.564 0.232
C -0.5938 1.4158 -2.3357 -0.466 -1.106 -0.481
Sn -1.6357 0.7557 1.1756 -0.647 0.134 -0.036
P -2.8981 -1.3358 2.2125 0.874 0.596 -0.199
H -2.3535 0.0813 -1.8667 0.258 0.059 -0.269
H -1.6033 -1.2824 -4.0850 0.151 0.136 0.094
H 0.6374 -0.1120 -5.0649 -0.052 0.035 0.128
H -0.6787 2.1601 -1.5399 0.116 -0.105 -0.279
H 1.2397 2.0130 -3.4690 -0.171 -0.126 -0.123
H -2.1522 -2.4787 2.6932 -0.831 0.370 -0.203
H -3.6945 -1.8557 1.1404 0.050 -0.245 0.824
H -3.8887 -1.0713 3.2243 0.155 -0.697 -0.348
C 1.2019 -1.4677 2.3605 0.341 -0.428 0.432
P 0.7815 0.1129 1.5744 -0.972 -0.155 -0.263
C 1.4949 1.4303 2.6018 0.807 0.090 0.327
C 1.7218 0.1189 0.0195 0.588 0.219 -0.061
H 0.3652 -1.8291 2.9726 0.225 0.152 -0.108
H 2.0884 -1.3568 3.0033 -0.198 -0.094 -0.134
H 1.4242 -2.2198 1.5902 -0.133 0.290 0.199
H 2.5889 1.3315 2.6503 -0.023 0.102 0.027
H 1.2479 2.4128 2.1754 -0.054 -0.357 0.061
H 1.0891 1.3841 3.6222 -0.041 -0.033 -0.412
H 2.6630 0.6747 0.1425 -0.105 -0.201 -0.073
H 1.9484 -0.9135 -0.2809 -0.150 0.307 0.047
H 1.1383 0.5911 -0.7829 -0.029 -0.124 0.055
```
Positions in Å, forces in eV/Å.

Its calculated total energy is -1211.90063 Ha. As for the HOMO energy: -1.90 eV. The total charge is -1.

***

Please write out number 1 again, unchanged.
The following is a DFT calculation (the ωB97M-V functional and the def2-TZVPD basis) of the ion C8H17O3SSi with charge -1 in a non-equilibrium geometry.

The geometry in XYZ format:
```
30
Properties=species:S:1:pos:R:3:forces:R:3
C -0.7880 -1.8568 -1.9268 0.580 -0.809 -0.301
C -1.2302 -0.6345 -1.7524 -1.476 0.782 1.992
C -1.7825 -0.0478 -0.4305 0.405 -0.922 -0.342
C -2.2479 -1.0506 0.7358 1.635 0.286 -2.608
C -2.8435 0.9412 -0.7459 -1.602 3.711 1.188
C -0.5917 0.7882 0.0793 -0.373 0.130 -1.035
C 0.7291 0.0298 0.2133 0.075 -0.029 -0.080
C 1.7148 0.4335 -0.9604 0.964 -1.616 0.727
Si 1.6134 0.5846 1.8243 0.578 -0.221 0.219
S 3.7739 -0.0418 1.7783 0.334 1.407 -1.674
O 4.1626 0.2282 3.1393 0.129 -0.532 1.578
O 3.9386 -1.4061 1.2747 -0.544 0.039 0.515
O 4.4150 0.9406 0.8814 -0.284 -0.114 -0.322
H -0.2143 -2.0048 -2.8177 0.119 -0.532 -0.571
H -0.8063 -2.7159 -1.2244 -0.226 0.954 -0.375
H -1.1470 0.1992 -2.4615 0.327 -0.725 -0.206
H -2.0087 -0.4968 1.6635 -0.571 -0.673 -0.241
H -3.3571 -1.2457 0.5417 1.728 -0.400 0.679
H -1.4456 -1.8939 0.5657 -2.276 0.955 0.985
H -3.0062 1.6229 0.2367 -0.029 -1.584 -1.965
H -3.8390 0.6204 -1.1099 0.521 -0.386 0.440
H -2.5473 1.7504 -1.4869 0.091 -1.107 0.583
H -1.0029 1.2569 0.9508 0.226 0.301 1.070
H -0.4866 1.6273 -0.6330 0.218 -0.258 0.225
H 0.4652 -1.1088 0.1708 1.029 2.043 0.321
H 1.4937 1.3480 -1.4704 -0.614 0.726 -0.032
H 1.7088 -0.3568 -1.7332 0.189 0.302 0.335
H 2.7623 0.5617 -0.5675 -0.867 -0.345 -0.589
H 1.2129 -0.1529 3.0229 -0.600 -0.253 0.241
H 1.3545 2.0803 2.2417 0.317 -1.132 -0.757
```
Positions in Å, forces in eV/Å.

Its calculated total energy is -1228.40635 Ha. As for the HOMO energy: -4.90 eV. The total charge is -1. As for the structure (SMILES): C=CC(C)(C)C[C@@H](C)[SiH2]S(=O)(=O)[O-].

***

Copy entry 2 word for word.
The following is a DFT calculation (the ωB97M-V functional and the def2-TZVPD basis) of a structure of composition C8H17P2Sn in a non-equilibrium geometry.

The geometry in XYZ format:
```
28
Properties=species:S:1:pos:R:3:forces:R:3
C -1.5083 0.3086 -2.5169 0.788 0.747 -0.326
C -1.0976 -0.4137 -3.6649 0.560 0.644 0.231
C 0.0850 0.2059 -4.1840 -0.449 0.355 0.659
C 0.3890 1.3398 -3.3678 -0.593 -0.564 0.232
C -0.5938 1.4158 -2.3357 -0.466 -1.106 -0.481
Sn -1.6357 0.7557 1.1756 -0.647 0.134 -0.036
P -2.8981 -1.3358 2.2125 0.874 0.596 -0.199
H -2.3535 0.0813 -1.8667 0.258 0.059 -0.269
H -1.6033 -1.2824 -4.0850 0.151 0.136 0.094
H 0.6374 -0.1120 -5.0649 -0.052 0.035 0.128
H -0.6787 2.1601 -1.5399 0.116 -0.105 -0.279
H 1.2397 2.0130 -3.4690 -0.171 -0.126 -0.123
H -2.1522 -2.4787 2.6932 -0.831 0.370 -0.203
H -3.6945 -1.8557 1.1404 0.050 -0.245 0.824
H -3.8887 -1.0713 3.2243 0.155 -0.697 -0.348
C 1.2019 -1.4677 2.3605 0.341 -0.428 0.432
P 0.7815 0.1129 1.5744 -0.972 -0.155 -0.263
C 1.4949 1.4303 2.6018 0.807 0.090 0.327
C 1.7218 0.1189 0.0195 0.588 0.219 -0.061
H 0.3652 -1.8291 2.9726 0.225 0.152 -0.108
H 2.0884 -1.3568 3.0033 -0.198 -0.094 -0.134
H 1.4242 -2.2198 1.5902 -0.133 0.290 0.199
H 2.5889 1.3315 2.6503 -0.023 0.102 0.027
H 1.2479 2.4128 2.1754 -0.054 -0.357 0.061
H 1.0891 1.3841 3.6222 -0.041 -0.033 -0.412
H 2.6630 0.6747 0.1425 -0.105 -0.201 -0.073
H 1.9484 -0.9135 -0.2809 -0.150 0.307 0.047
H 1.1383 0.5911 -0.7829 -0.029 -0.124 0.055
```
Positions in Å, forces in eV/Å.

Its calculated total energy is -1211.90063 Ha. As for the HOMO energy: -1.90 eV. The total charge is -1.

***

Q: Which value of calculated total energy does entry 1 give?
A: -1228.40635 Ha